{
  "formula": "C3H6N4",
  "method": "wB97M-V/def2-TZVPD",
  "multiplicity": 1,
  "smiles": "NN=c1[nH]cc[nH]1",
  "charge": 0,
  "e_above_lowest_ev": 1.466,
  "energy_ev": -9167.3902,
  "symbols": ["C", "C", "C", "H", "H", "H", "H", "H", "H", "N", "N", "N", "N"],
  "positions_angstrom": [[0.34, 0.21, -0.03], [-1.68, -0.73, -0.40], [-1.69, 0.37, -1.16], [2.90, -0.69, 1.08], [2.15, 0.09, 2.28], [-0.26, -1.50, 1.04], [-2.36, -1.57, -0.39], [-2.39, 0.82, -1.87], [-0.08, 1.81, -1.29], [1.96, -0.42, 1.42], [1.53, 0.56, 0.43], [-0.47, -0.85, 0.30], [-0.41, 0.98, -0.90]]
}


{
  "formula": "C3H6N4O",
  "method": "wB97M-V/def2-TZVPD",
  "multiplicity": 1,
  "smiles": "C=N/N=C\\NNC=O",
  "charge": 0,
  "e_above_lowest_ev": 4.369,
  "energy_ev": -11212.4076,
  "symbols": ["C", "C", "C", "H", "H", "H", "H", "H", "H", "N", "N", "N", "N", "O"],
  "positions_angstrom": [[2.65, -0.94, -0.07], [0.33, 1.48, -0.02], [-2.39, -0.79, -0.11], [2.81, -1.94, 0.08], [3.54, -0.22, 0.22], [0.44, 2.54, 0.17], [-1.85, 1.63, 0.02], [-0.41, -0.76, 0.21], [-2.15, -1.95, -0.10], [1.40, -0.51, -0.22], [1.42, 0.84, -0.13], [-1.01, 1.05, -0.14], [-1.26, -0.25, 0.24], [-3.53, -0.17, -0.15]]
}


{
  "formula": "C3H6N4O",
  "method": "wB97M-V/def2-TZVPD",
  "multiplicity": 1,
  "smiles": "C=N/N=C\\N(N)C=O",
  "charge": 0,
  "e_above_lowest_ev": 6.674,
  "energy_ev": -11210.1029,
  "symbols": ["C", "C", "C", "H", "H", "H", "H", "H", "H", "N", "N", "N", "N", "O"],
  "positions_angstrom": [[2.25, 0.24, 0.00], [0.16, -0.74, 0.14], [-3.10, -0.14, 0.28], [-0.11, 1.96, 0.84], [-0.43, 1.99, -0.71], [2.64, 1.14, -0.54], [0.79, -1.63, -0.21], [-3.11, -1.20, 1.02], [-3.91, 0.57, 0.23], [0.38, 1.67, 0.03], [0.87, 0.37, 0.23], [-1.14, -0.96, -0.25], [-1.90, 0.14, -0.50], [2.61, -0.95, 0.02]]
}


{
  "formula": "C3H6N4O",
  "method": "wB97M-V/def2-TZVPD",
  "multiplicity": 1,
  "charge": 0,
  "e_above_lowest_ev": 6.680,
  "energy_ev": -11210.0967,
  "symbols": ["C", "C", "C", "N", "N", "N", "N", "O", "H", "H", "H", "H", "H", "H"],
  "positions_angstrom": [[-2.15, 0.62, 0.40], [0.19, -0.31, 0.24], [2.36, -0.47, -0.88], [-1.05, 0.27, 0.06], [0.54, -0.91, 1.29], [0.86, -0.23, -0.93], [-3.36, 1.10, 0.73], [0.52, 0.57, -1.89], [2.70, 0.21, -1.55], [2.82, -0.40, 0.04], [2.45, -1.54, -1.33], [1.51, -1.08, 1.49], [-3.94, 0.30, 0.95], [-3.46, 1.87, 1.37]]
}


{
  "formula": "C3H6N4O",
  "method": "wB97M-V/def2-TZVPD",
  "multiplicity": 1,
  "charge": 0,
  "e_above_lowest_ev": 7.585,
  "energy_ev": -11209.1915,
  "symbols": ["C", "C", "C", "H", "H", "H", "H", "H", "H", "N", "N", "N", "N", "O"],
  "positions_angstrom": [[0.61, -1.51, -1.61], [0.08, -0.22, -1.08], [-0.33, -0.05, 0.23], [1.37, -2.04, -0.92], [-0.35, -2.15, -1.80], [0.91, -1.40, -2.70], [-1.29, 1.11, 2.29], [0.45, 1.80, 2.25], [0.18, -0.71, 2.33], [0.06, 1.14, -1.66], [-0.19, 1.96, -0.71], [-0.33, 1.25, 0.53], [-0.48, 1.93, 1.75], [-0.69, -1.09, 1.10]]
}


{
  "formula": "C3H6N4O",
  "method": "wB97M-V/def2-TZVPD",
  "multiplicity": 1,
  "charge": 0,
  "e_above_lowest_ev": 4.929,
  "energy_ev": -11211.8475,
  "symbols": ["C", "C", "C", "N", "N", "N", "N", "O", "H", "H", "H", "H", "H", "H"],
  "positions_angstrom": [[-0.81, -0.81, -1.39], [-0.41, -0.08, -0.19], [-1.02, -0.38, 1.16], [1.58, -0.86, -0.16], [2.05, 0.09, 0.36], [0.20, 1.20, -0.35], [1.36, 1.20, 0.41], [-1.59, -1.74, -1.33], [-0.32, -0.64, -2.33], [-0.54, 0.26, 1.90], [-0.79, -1.49, 1.29], [-2.08, -0.17, 1.13], [0.56, 1.32, -1.28], [1.79, 2.11, 0.79]]
}


{
  "formula": "C3H6N4S",
  "method": "wB97M-V/def2-TZVPD",
  "multiplicity": 1,
  "smiles": "[H]/N=C/N(N)/C=N/C=S",
  "charge": 0,
  "e_above_lowest_ev": 3.245,
  "energy_ev": -20001.0908,
  "symbols": ["C", "C", "C", "H", "H", "H", "H", "H", "H", "N", "N", "N", "N", "S"],
  "positions_angstrom": [[0.00, 0.58, 1.80], [-0.61, -0.03, -0.48], [-0.97, -0.89, -2.62], [1.84, -0.22, -0.56], [2.06, 0.47, 1.10], [-1.05, 0.71, 1.85], [0.47, 0.84, 3.65], [-1.67, -0.05, -0.08], [-2.06, -1.35, -2.22], [1.58, 0.40, 0.12], [0.26, 0.30, 0.49], [0.93, 0.75, 2.71], [-0.16, -0.31, -1.61], [-0.60, -1.20, -4.14]]
}


{
  "formula": "C3H6N4S",
  "method": "wB97M-V/def2-TZVPD",
  "multiplicity": 1,
  "smiles": "[H]/N=c1\\[nH]c(N)c(S)[nH]1",
  "charge": 0,
  "e_above_lowest_ev": 3.874,
  "energy_ev": -20000.4624,
  "symbols": ["C", "C", "C", "H", "H", "H", "H", "H", "H", "N", "N", "N", "N", "S"],
  "positions_angstrom": [[-0.49, 0.67, -0.01], [1.46, -0.63, -0.11], [-0.76, -0.65, -0.29], [-2.24, 1.67, -0.96], [-1.56, 2.35, 0.59], [1.36, 1.78, 0.23], [3.25, -0.03, -0.09], [0.47, -2.38, -0.47], [-2.04, -1.51, 1.39], [-1.25, 1.75, -0.19], [0.91, 0.63, 0.12], [2.72, -0.99, -0.01], [0.49, -1.37, -0.20], [-2.31, -1.29, -0.02]]
}